The following is a quantum chemistry calculation of 2 unconnected molecules or ions with the total composition H2P2S4 at a distorted geometry, from the OMol25 dataset.

Last column: Mulliken charge in e.
Positions of all 8 atoms, in Å:
S  3.9534  0.9071  -1.5792  -0.24
S  3.9353  -0.1810  1.4177  -0.18
S  -0.2029  -0.3445  1.8343  -0.24
S  2.6724  -2.2309  -1.4840  -0.22
P  2.4664  -0.6915  -0.4874  0.31
P  4.7425  1.2643  0.2795  0.35
H  1.0311  -0.9505  1.7619  0.06
H  -0.4292  -0.7934  3.1534  0.16

Results
Lowest unoccupied orbital energy   -1.8 eV
Gap between HOMO and LUMO   6.793 eV
ΔE to the lowest compared entry with this formula, charge and spin   29.8 kcal per mole